# 1
{"formula": "C15H10BrNO3S", "method": "ωB97M-V/def2-TZVPD", "elements": ["C", "H", "C", "C", "H", "O", "Br", "H", "S", "O", "C", "C", "C", "O", "C", "H", "N", "H", "H", "H", "H", "C", "C", "C", "C", "C", "C", "C", "H", "H", "C"], "xyz": [[-2.814946, -0.601152, 3.646617], [-2.509312, -2.299926, -1.567886], [-4.140272, 1.273168, 5.129638], [-2.618054, 0.773990, 3.391973], [1.384273, 2.263269, -1.185916], [-0.833624, -3.790182, -0.936483], [3.354080, 2.097603, -3.587996], [-5.002462, -0.396309, 6.153204], [1.516016, -1.328938, -1.562759], [-2.040022, -1.291673, 2.775282], [-4.325829, -0.089455, 5.370242], [0.989476, 0.164986, -0.824657], [-0.501165, -0.718703, 0.990077], [-2.027367, -1.912187, -0.819848], [2.489831, -0.491314, -2.694708], [0.761407, -2.433770, 0.648971], [-1.722723, 0.888610, 2.363522], [-3.143826, 2.780688, 3.954827], [-4.680252, 1.985562, 5.735168], [-3.806794, -2.110211, 4.815848], [3.063960, -1.030084, -3.421547], [-3.666892, -1.056874, 4.633804], [-0.294638, -2.187264, 0.779231], [0.082421, 0.265717, 0.267939], [1.563615, 1.240957, -1.463800], [-1.414977, -0.330509, 2.034388], [2.411275, 0.857660, -2.515304], [-3.290164, 1.730229, 4.144346], [-0.660083, -2.739491, 1.649010], [-0.172568, 1.278626, 0.550873], [-1.053034, -2.731706, -0.417041]], "forces_ev_per_angstrom": [[-0.351, 1.276, 0.383], [0.250, -0.173, 0.132], [-0.096, 0.062, 0.107], [-0.406, -0.990, 0.496], [-0.073, 0.176, 0.090], [0.091, -0.166, -0.002], [-0.119, -0.139, 0.138], [-0.052, -0.035, 0.060], [0.106, 0.623, -0.079], [0.215, -0.380, -0.272], [-0.040, 0.011, 0.045], [0.625, -0.275, -0.757], [0.627, 0.145, -0.434], [-0.458, 0.471, -0.063], [-0.181, 0.127, 0.230], [-0.126, -0.086, 0.037], [0.500, -0.189, -0.598], [0.012, 0.140, -0.016], [-0.045, 0.058, 0.050], [-0.040, -0.117, 0.049], [0.119, -0.073, -0.159], [0.211, -0.279, -0.236], [-0.078, 0.067, -0.146], [-0.648, -0.438, 0.915], [-0.195, -0.265, 0.231], [-0.408, 1.192, 0.461], [0.272, -0.236, -0.349], [0.136, -0.133, -0.155], [0.110, -0.032, -0.121], [-0.036, 0.069, 0.023], [0.074, -0.413, -0.062]], "smiles": "O=C(O)C/C(=C\\c1cc(Br)cs1)c1nc2ccccc2o1", "orbital_gap_ev": 7.47, "e_homo_ev": -8.0, "max_force_ev_per_a": 1.4, "de_lowest_ev": 0.000}



# 2
{"formula": "C20H23ClN2OPV", "method": "ωB97M-V/def2-TZVPD", "elements": ["H", "C", "C", "C", "H", "C", "H", "H", "V", "Cl", "C", "H", "H", "H", "H", "C", "H", "C", "C", "H", "C", "H", "P", "H", "O", "C", "H", "C", "C", "C", "H", "N", "C", "H", "H", "C", "N", "C", "C", "H", "C", "H", "H", "H", "H", "H", "C", "C", "H"], "xyz": [[5.003217, -0.414472, -2.595169], [-1.353289, 4.202626, -1.307985], [-0.515346, 5.114134, -0.660450], [0.647516, 3.304647, 0.430974], [2.543903, -0.707286, 0.935353], [1.411290, -1.514574, 3.669670], [-2.005947, -2.143347, -3.557710], [0.917585, 0.880629, -2.724828], [-0.027219, 0.429855, 2.370001], [0.361228, 2.180477, 3.669620], [-3.689961, -0.744605, -0.924403], [0.259103, -3.063856, 4.577876], [-2.152756, 4.550331, -1.964859], [-0.105713, -5.513937, -3.465609], [1.566165, -0.751272, 4.468162], [0.496622, 4.666896, 0.192629], [-2.761909, 0.327230, 0.695962], [-1.094048, -1.058361, -1.934252], [-0.169255, 2.374975, -0.238400], [4.760944, -0.998662, -0.169228], [-2.608049, -0.193584, -0.247153], [1.384338, -1.060284, 2.611159], [0.072361, 0.566942, 0.043220], [-0.669876, 6.175971, -0.812854], [-1.320082, -1.129762, 2.596088], [-2.177558, -1.592630, -2.629732], [-0.088026, -1.233078, -2.301564], [1.755860, 0.471437, -2.168308], [1.618675, 0.163039, -0.811474], [-1.310051, -0.296645, -0.780558], [2.245248, -2.224715, 3.746436], [-1.965722, -3.033111, 3.656441], [3.911392, -0.604695, -0.733927], [-1.808942, -3.718051, 4.391942], [1.395866, 2.958266, 1.148539], [4.048164, -0.270969, -2.089600], [0.194242, -2.292733, 3.926320], [2.686083, -0.417050, -0.103834], [2.971744, 0.252951, -2.816144], [-2.881465, -2.909806, 3.254429], [-1.020779, -2.102070, 3.353628], [-4.699633, -0.648457, -0.521148], [-1.780406, 2.108138, -1.653125], [1.172164, 5.366467, 0.684037], [-4.311538, -1.876235, -2.662000], [3.083494, 0.499602, -3.875025], [-1.161804, 2.831139, -1.117029], [-3.471946, -1.433606, -2.124977], [0.644092, -5.477880, -3.431118]], "forces_ev_per_angstrom": [[-0.224, 0.007, 0.214], [0.231, -0.260, 0.085], [-0.110, -0.257, 0.003], [0.012, -0.209, -0.067], [0.230, 0.082, -0.120], [-0.720, 0.291, 0.532], [-0.078, 0.157, 0.369], [0.123, 0.097, 0.080], [-0.990, -0.179, 2.024], [-0.224, -1.111, -0.728], [0.148, -0.143, -0.068], [0.235, 0.092, -0.164], [0.314, -0.102, 0.181], [0.343, 0.017, 0.019], [-0.112, -0.196, -0.753], [0.016, -0.228, 0.032], [-0.130, 0.054, -0.173], [0.014, 0.081, -0.114], [-0.234, -0.069, 0.323], [-0.320, 0.081, -0.293], [0.160, 0.142, -0.174], [0.415, -0.816, 0.960], [0.098, 0.914, -2.685], [0.084, -0.066, 0.006], [1.470, 1.427, -0.273], [-0.189, -0.005, 0.248], [-0.162, 0.082, 0.002], [0.210, 0.149, -0.136], [0.223, -0.474, 0.441], [-0.092, -0.349, 0.454], [0.006, 0.488, -0.578], [1.044, 1.135, -0.308], [0.082, -0.007, -0.223], [-0.242, 0.186, -0.478], [-0.071, 0.197, -0.328], [-0.078, 0.049, 0.099], [-0.503, 0.461, -0.651], [-0.239, 0.338, -0.378], [-0.014, -0.137, 0.396], [-0.083, -0.096, 0.168], [-0.551, -2.029, 1.633], [0.337, -0.023, -0.123], [0.090, 0.300, 0.177], [-0.280, -0.111, -0.115], [0.197, 0.191, 0.158], [-0.049, -0.106, 0.409], [-0.195, -0.028, -0.036], [0.154, -0.009, -0.029], [-0.345, -0.010, -0.016]], "orbital_gap_ev": [6.07, 7.03], "e_homo_ev": [-14.9, -14.8], "spin_multiplicity": 3, "max_force_ev_per_a": 2.8, "s2": 2.049, "de_lowest_ev": 0.000, "total_charge": 2}



# 3
{"formula": "C2H4N2O2", "method": "ωB97M-V/def2-TZVPD", "elements": ["H", "H", "C", "N", "C", "H", "O", "N", "O", "H"], "xyz": [[-0.101306, 0.709245, 1.552976], [0.507463, 1.108113, -0.941551], [0.900011, 0.259701, -0.402804], [-1.398341, -0.049454, 0.041920], [-0.389991, -0.171404, 0.923016], [2.662163, -0.221832, -1.187258], [-1.726132, -1.051621, -0.645768], [1.885016, -0.418660, -0.514892], [-2.011177, 0.991846, -0.015872], [-0.327705, -1.155936, 1.190233]], "forces_ev_per_angstrom": [[-1.236, -1.190, -0.194], [-0.173, 0.500, -0.189], [-2.726, -0.283, 2.005], [-4.926, -1.255, -2.126], [5.699, 3.240, -1.334], [-1.275, 0.097, 0.520], [0.959, 1.235, 0.919], [2.856, -1.345, -0.315], [-0.034, 1.179, -0.386], [0.856, -2.179, 1.101]], "smiles": "[H]/N=C/C[N+](=O)[O-]", "orbital_gap_ev": 10.01, "e_homo_ev": -10.0, "max_force_ev_per_a": 6.7, "de_lowest_ev": 6.568}